[1]
C27H26N5O2S2Y | ωB97M-V/def2-TZVPD

Calculated values
lowest unoccupied orbital energy = -0.27951 Ha
energy above the lowest of the compared OMol25 structures with the same formula, charge and spin = 2.8 kJ/mol
charge = +2
Kohn-Sham gap = 5.3 eV

The geometry in XYZ format:
```
63
Properties=species:S:1:pos:R:3:forces:R:3
Y -0.5142 -0.4992 -0.7688 0.5 0.5 -0.4
O 1.9400 2.2123 6.8292 0.2 -0.5 -1.1
C 1.9460 2.5458 5.5005 0.0 1.4 -0.5
O 2.2999 3.6520 5.1052 -0.8 -2.8 1.0
C 1.3551 1.5016 4.5150 -0.2 0.7 -0.8
C 0.5549 0.4291 4.8968 0.5 0.2 1.4
C -0.0201 -0.4195 3.9902 -0.6 -1.1 -0.4
C 0.1402 -0.2200 2.6287 -0.2 0.1 0.3
C 0.9126 0.8649 2.1922 0.2 -0.3 -0.2
C 1.4873 1.7258 3.1175 1.0 0.1 0.2
N -0.5966 -0.9264 1.6615 -1.9 -4.1 -0.8
C -1.1474 -2.1719 1.7926 3.3 4.1 2.0
C -1.9270 -2.7975 0.7978 -2.0 -2.0 -2.8
C -2.5338 -4.0727 1.0121 0.0 1.1 -0.5
C -3.0874 -4.7497 -0.0943 0.6 0.5 0.2
C -3.1646 -4.1016 -1.3256 -0.4 -1.8 0.6
C -2.7189 -2.8236 -1.4360 0.5 1.7 -0.4
N -2.0450 -2.2096 -0.4584 -0.1 -0.5 1.5
H 1.8744 1.2388 6.9811 0.0 1.1 -0.3
H 0.3604 0.2198 5.9556 0.1 0.2 -0.4
H -0.6086 -1.2778 4.3333 0.1 0.5 0.0
H 1.1429 0.9358 1.1064 -0.2 0.3 0.8
H 2.1503 2.5303 2.7609 -0.5 -0.3 0.4
H -0.8727 -2.7891 2.6661 -0.5 0.4 -0.2
H -2.6598 -4.4837 2.0109 0.5 0.0 -0.2
H -3.4004 -5.7883 -0.0090 -0.2 0.3 0.1
H -3.5542 -4.6495 -2.1721 -0.2 0.3 -0.1
H -2.8718 -2.2213 -2.3456 0.3 -0.5 0.3
C -2.2909 1.9325 1.1032 -0.3 -0.1 0.9
C -2.5932 2.1229 -0.3346 0.2 -0.3 -1.3
C -3.5514 3.0629 -0.7201 -0.8 0.6 0.0
C -3.7760 3.2724 -2.0697 -0.1 0.8 0.9
C -3.0294 2.5686 -3.0171 0.1 -0.6 -0.4
C -3.2153 2.8203 -4.3853 0.2 0.2 -1.2
C -2.4934 2.1485 -5.3421 -0.1 0.0 0.1
C -1.5811 1.1448 -4.9650 -0.3 0.3 2.3
C -1.3119 0.8646 -3.5999 -1.5 0.4 -1.2
S -0.1734 -0.4785 -3.3432 -0.1 0.3 0.8
C -2.1036 1.5678 -2.5896 0.5 0.5 -1.3
N -1.9145 1.3796 -1.2538 0.1 0.1 1.3
H -3.2290 1.9405 1.7143 0.8 -0.2 -0.5
H -1.6636 2.7326 1.5198 -0.1 -0.1 -0.3
H -1.7473 0.9956 1.2498 -0.3 0.1 0.3
H -4.1276 3.6239 0.0573 0.7 -0.6 -0.8
H -4.4619 4.0701 -2.4140 0.3 -0.7 0.3
H -3.9214 3.5758 -4.7300 0.1 -0.1 0.4
H -2.6264 2.3757 -6.4033 0.0 -0.1 0.4
H -1.1059 0.5330 -5.6958 0.4 -0.2 -0.5
C 4.7130 -1.8522 0.7286 0.6 0.7 -0.1
N 4.4093 -1.2646 -0.5719 -0.9 -0.5 -0.1
C 5.4513 -0.5887 -1.3527 0.8 0.1 0.5
C 4.6788 -0.0057 -2.5187 0.2 1.1 -0.7
N 3.3362 -0.5407 -2.3399 -0.7 -0.1 0.2
C 3.2236 -1.2586 -1.2046 0.5 0.8 -0.1
S 1.7609 -2.0433 -0.6549 0.7 0.4 0.1
H 5.4941 -2.6249 0.6292 -0.3 0.3 0.1
H 3.8088 -2.2790 1.1451 0.0 0.0 0.1
H 5.0910 -1.0035 1.3506 -0.3 -0.9 -0.2
H 6.2224 -1.3024 -1.6743 -0.3 0.0 0.2
H 5.9735 0.2050 -0.7631 -0.5 -0.7 -0.2
H 5.0900 -0.2780 -3.5029 -0.2 0.0 0.4
H 4.6921 1.0985 -2.4422 -0.3 -0.5 -0.2
H 2.5305 -0.1705 -2.8533 0.3 -0.6 0.3
```
Positions in Å, forces in eV/Å.


[2]
C27H26NO4RuSi2 | ωB97M-V/def2-TZVPD

Calculated values
lowest unoccupied orbital energy (spin up / spin down) = 0.09883 / 0.05673 Ha
energy above the lowest of the compared OMol25 structures with the same formula, charge and spin = 57.6 kJ/mol
spin multiplicity = 5
charge = -1
Kohn-Sham gap (spin up / spin down) = 7.2 / 6.9 eV

The geometry in XYZ format:
```
61
Properties=species:S:1:pos:R:3:forces:R:3
Ru -0.1634 0.3225 -0.2580 -0.2 -0.4 0.3
O -0.3891 -1.0932 3.9056 0.0 -0.1 0.0
C -0.3627 -0.6943 2.7886 0.1 0.2 0.0
O -0.0622 0.2550 2.0858 -0.1 -0.1 0.0
C -1.1172 -2.1556 1.5388 0.0 0.0 -0.2
O -1.6773 -2.9777 2.1852 0.0 0.0 0.1
O -0.8137 -1.8411 0.3968 0.0 0.0 0.0
C -3.8877 -0.1932 -4.4355 0.0 0.0 0.0
C -3.0886 0.8792 -4.8062 0.0 0.0 0.0
C -1.8173 1.0171 -4.2600 0.0 -0.1 -0.1
C -1.3180 0.0962 -3.3361 -0.1 -0.1 -0.1
C -2.1388 -0.9808 -2.9810 0.0 0.0 0.0
C -3.4079 -1.1261 -3.5234 0.0 0.0 0.0
Si 0.3871 0.3178 -2.5489 0.1 -0.1 0.1
C 1.4691 -1.1173 -3.1054 0.0 -0.1 -0.1
C 1.4330 -2.3558 -2.4567 0.0 0.0 0.0
C 2.2037 -3.4214 -2.9005 0.0 0.0 0.0
C 3.0368 -3.2695 -4.0030 0.0 0.0 0.0
C 3.0905 -2.0484 -4.6590 0.0 0.0 0.0
C 2.3097 -0.9869 -4.2117 0.0 0.0 0.0
H -4.8802 -0.3022 -4.8558 0.0 0.0 0.0
H -3.4541 1.6091 -5.5190 0.0 0.0 0.0
H -1.2025 1.8612 -4.5563 0.0 0.0 0.0
H -1.7910 -1.7100 -2.2554 0.0 0.0 0.0
H -4.0272 -1.9640 -3.2264 0.0 0.0 0.0
H 0.9510 1.5202 -3.2129 0.0 0.1 0.1
H 0.8077 -2.4860 -1.5792 0.0 0.0 0.0
H 2.1641 -4.3694 -2.3771 0.0 0.0 0.0
H 3.6485 -4.0969 -4.3424 0.0 0.0 0.0
H 3.7428 -1.9193 -5.5148 0.0 0.0 0.0
H 2.3630 -0.0358 -4.7324 0.0 0.0 0.0
C -2.1200 1.2352 -0.0420 0.3 0.2 0.0
C -1.4656 2.4956 -0.3566 -0.2 0.1 0.0
C -1.6214 3.1227 -1.6170 0.0 0.0 0.0
C -0.8895 4.2310 -1.9595 0.0 0.0 0.0
C 0.0281 4.7822 -1.0526 0.1 0.3 -0.2
C 0.1709 4.2106 0.2052 0.0 -0.1 0.2
C -0.5681 3.0921 0.5550 0.1 0.2 0.0
C 0.7937 5.9481 -1.4150 -0.2 -0.3 0.1
N 1.4042 6.8799 -1.7054 0.0 0.0 0.0
H -2.8978 0.9195 -0.7308 0.0 0.0 0.0
H -2.3715 1.0920 1.0060 -0.1 0.0 0.0
H -2.3209 2.6935 -2.3229 0.0 0.0 0.0
H -1.0142 4.6893 -2.9329 0.0 0.0 0.0
H 0.8693 4.6404 0.9117 0.0 0.0 0.0
H -0.4534 2.6592 1.5403 0.0 0.0 0.0
C 5.5078 0.0814 1.4594 0.1 0.0 0.2
Si 4.8961 0.2469 -0.2898 -0.1 0.0 0.0
C 5.4040 -1.2368 -1.2860 0.1 -0.2 -0.1
C 5.5917 1.7911 -1.0602 0.1 0.2 -0.1
C 3.0824 0.3490 -0.2966 -0.2 0.1 0.1
C 1.8613 0.4002 -0.2902 0.1 0.1 -0.3
H 6.6008 0.0636 1.4972 0.0 0.0 0.0
H 5.1335 -0.8421 1.9066 0.0 0.0 0.0
H 5.1547 0.9164 2.0682 0.0 0.0 0.0
H 6.4888 -1.2503 -1.4299 0.0 -0.1 0.0
H 4.9209 -1.2218 -2.2660 0.0 0.0 0.0
H 5.1086 -2.1641 -0.7905 0.0 0.0 0.0
H 6.6848 1.7689 -1.0773 0.0 0.0 0.0
H 5.2713 2.6784 -0.5102 0.0 0.0 0.0
H 5.2328 1.8878 -2.0876 0.0 0.0 0.0
```
Positions in Å, forces in eV/Å.


[3]
C27H27As2N3O12RhS2 | ωB97M-V/def2-TZVPD

Calculated values
lowest unoccupied orbital energy (spin up / spin down) = -0.11176 / -0.23737 Ha
energy above the lowest of the compared OMol25 structures with the same formula, charge and spin = 49.0 kJ/mol
spin multiplicity = 5
charge = +1
Kohn-Sham gap (spin up / spin down) = 8.4 / 5.0 eV

The geometry in XYZ format:
```
74
Properties=species:S:1:pos:R:3:forces:R:3
Rh 1.5136 2.0107 -0.9596 -0.2 0.0 0.0
S 0.4518 4.3892 -0.9199 0.0 0.0 0.0
C -0.8434 3.4862 -1.4610 0.0 0.1 0.0
N -0.6517 2.2032 -1.8072 0.1 0.1 0.2
C -1.7909 1.6267 -2.2238 0.0 0.0 -0.1
C -1.9152 0.3025 -2.6983 0.0 0.0 0.0
C -3.1449 -0.1248 -3.1043 0.0 0.0 0.0
C -4.2741 0.7316 -3.0463 0.0 0.0 0.0
C -4.1816 2.0272 -2.5966 0.0 0.0 0.0
C -2.9269 2.4859 -2.1940 0.0 0.0 0.0
S -2.4770 4.0418 -1.6394 0.0 0.0 0.0
H -1.0431 -0.3374 -2.7301 0.0 0.0 0.0
H -3.2728 -1.1339 -3.4714 0.0 0.0 0.0
H -5.2331 0.3524 -3.3728 0.0 0.0 0.0
H -5.0486 2.6719 -2.5664 0.0 0.0 0.0
C 1.6126 3.2128 -4.7653 0.0 0.0 0.0
C 2.7973 2.7539 -3.9954 0.0 0.0 0.0
N 2.7976 2.3179 -2.7477 0.0 0.0 0.0
C 4.0946 1.9745 -2.4358 0.0 0.0 0.0
C 4.8894 2.2049 -3.5175 0.0 0.0 0.0
N 4.0495 2.6938 -4.4836 0.0 0.0 0.0
C 6.3377 2.0559 -3.8425 0.0 0.0 0.0
O 7.1169 1.5825 -2.8995 0.0 0.0 0.0
O 6.7104 2.3725 -4.9444 0.0 0.0 0.0
C 4.4153 1.4750 -1.0726 0.0 0.0 0.0
O 5.5607 1.1559 -0.7858 0.0 0.0 0.0
O 3.4012 1.4183 -0.2742 0.0 0.0 0.0
H 0.7979 3.4311 -4.0782 0.0 0.0 0.0
H 1.2814 2.4414 -5.4621 0.0 0.0 0.0
H 1.8411 4.1116 -5.3366 0.0 0.0 0.0
H 4.3811 2.9545 -5.4027 0.0 0.0 0.0
H 6.6118 1.3836 -2.0602 0.0 0.0 0.0
C 0.0433 -6.6638 1.7744 0.0 0.0 0.0
O -0.5447 -5.3692 2.0102 0.0 0.0 -0.1
C 0.2480 -4.3263 1.8082 0.1 0.1 0.2
O 1.4225 -4.4017 1.5353 0.0 0.0 -0.1
C -0.4211 -2.9988 1.9955 0.0 0.0 -0.1
C -1.7436 -2.8653 2.0026 -0.1 0.1 0.0
As -2.8086 -1.2389 2.2400 0.0 0.0 0.1
C -3.4627 -1.1082 0.4009 -0.1 0.0 0.0
C -1.4210 0.1332 2.1055 0.0 0.0 0.0
C -0.0999 -0.0201 2.1279 -0.1 0.0 0.0
As 1.0023 -1.6596 2.1589 0.0 0.0 0.1
C 1.4599 -1.5125 0.2510 0.0 0.0 0.0
C 0.7519 1.2014 2.1605 0.2 0.0 0.1
O 0.9366 1.9655 1.2226 -0.1 -0.1 -0.1
O 1.3188 1.3853 3.3295 0.1 0.0 0.0
C 2.2786 2.4681 3.4222 0.0 0.0 0.0
C -2.0281 1.5051 1.9794 0.0 0.0 -0.1
O -2.2559 1.9833 0.8958 0.0 0.0 0.0
O -2.3376 2.1814 3.0832 0.0 0.0 0.0
C -2.1080 1.6104 4.3858 0.0 0.0 0.0
C -2.7005 -4.0009 1.7168 0.1 -0.1 0.0
O -3.0222 -4.2394 0.5854 0.0 0.0 0.0
O -3.2720 -4.6360 2.7417 0.0 0.1 0.0
C -2.7895 -4.4311 4.0767 0.0 0.0 0.0
H -0.7575 -7.3767 1.9358 0.0 0.0 0.0
H 0.8627 -6.8306 2.4697 0.0 0.0 0.0
H 0.4128 -6.7202 0.7534 0.0 0.0 0.0
H -4.1959 -1.8968 0.2444 0.0 0.0 0.0
H -2.6424 -1.2260 -0.3014 0.0 0.0 0.0
H -3.9308 -0.1327 0.2774 0.0 0.0 0.0
H 0.5694 -1.3060 -0.3431 0.0 0.0 0.0
H 1.9057 -2.4563 -0.0513 0.0 0.0 0.0
H 2.2049 -0.7226 0.1382 0.0 0.0 0.0
H 2.7163 2.3739 4.4089 0.0 0.0 0.0
H 1.7656 3.4208 3.3131 0.0 0.0 0.0
H 3.0323 2.3531 2.6464 0.0 0.0 0.0
H -2.2858 2.4196 5.0860 0.0 0.0 0.0
H -1.0850 1.2527 4.4855 0.0 0.0 0.0
H -2.8143 0.8028 4.5724 0.0 0.0 0.0
H -3.4365 -5.0282 4.7108 0.0 0.0 0.0
H -2.8662 -3.3851 4.3715 0.0 0.0 0.0
H -1.7605 -4.7768 4.1676 0.0 0.0 0.0
```
Positions in Å, forces in eV/Å.